104
Properties=species:S:1:pos:R:3 method="wB97M-V/def2-TZVPD" smiles="CC(C)=O.CC(C)=O.CC(C)=O.CC(C)=O.CC(C)=O.CCO.CCO.CCO.CCO.CCO.CCO" e_tot_ha=-1895.83262 lumo_ev=0.46 gap_ev=9.920
C 3.020 0.460 4.211
C 1.647 1.094 4.151
C 0.836 1.316 5.510
O 1.229 1.635 3.163
H 3.635 0.517 3.343
H 2.854 -0.605 4.407
H 3.518 0.887 5.042
H -0.021 0.628 5.365
H 0.546 2.391 5.538
H 1.315 0.916 6.413
C 0.776 -1.377 -3.695
C 0.281 -2.408 -2.727
C -0.775 -3.329 -3.224
O 0.724 -2.607 -1.604
H 1.563 -0.731 -3.312
H -0.095 -0.769 -3.951
H 1.224 -1.912 -4.541
H -0.767 -3.234 -4.308
H -1.757 -3.045 -2.800
H -0.634 -4.337 -2.911
C 5.964 -2.195 -2.148
C 5.449 -0.877 -1.523
C 5.495 -0.749 -0.027
O 4.937 -0.034 -2.166
H 7.043 -2.034 -2.233
H 5.582 -2.393 -3.207
H 5.683 -3.121 -1.597
H 6.145 -1.439 0.573
H 4.411 -0.943 0.183
H 5.614 0.268 0.410
C -1.896 3.549 -3.049
C -0.586 3.038 -3.627
C 0.507 4.050 -3.776
O -0.422 1.888 -3.984
H -2.064 4.541 -3.430
H -1.744 3.477 -1.945
H -2.709 2.930 -3.418
H 0.081 4.894 -4.293
H 1.420 3.702 -4.313
H 0.710 4.513 -2.766
C -2.928 0.399 2.799
C -3.586 -0.906 2.577
C -3.903 -1.388 1.195
O -3.748 -1.602 3.537
H -1.861 0.083 3.073
H -3.347 0.923 3.666
H -2.920 0.951 1.878
H -4.716 -0.778 0.777
H -4.188 -2.465 1.182
H -3.072 -1.146 0.482
C 3.427 1.948 0.710
C 3.624 3.081 1.681
O 4.953 3.123 2.117
H 2.431 1.869 0.250
H 3.621 0.975 1.178
H 4.121 2.159 -0.108
H 3.060 2.939 2.592
H 3.273 3.981 1.282
H 5.453 3.515 1.403
C -0.878 3.425 1.173
C -0.255 4.525 0.295
O 0.666 3.985 -0.657
H 0.073 3.004 1.632
H -1.516 2.711 0.592
H -1.436 3.822 1.962
H 0.172 5.159 1.048
H -1.000 5.188 -0.195
H 0.956 3.163 -0.253
C -5.398 0.469 -3.917
C -4.110 0.372 -3.190
O -3.796 -0.905 -2.588
H -5.394 -0.216 -4.789
H -5.392 1.495 -4.176
H -6.165 0.096 -3.250
H -4.070 1.050 -2.363
H -3.236 0.637 -3.760
H -4.295 -1.063 -1.830
C -2.859 -5.251 0.799
C -2.170 -4.222 -0.012
O -0.873 -4.679 -0.186
H -3.935 -5.327 0.601
H -2.626 -5.002 1.830
H -2.445 -6.195 0.549
H -2.139 -3.191 0.460
H -2.665 -4.039 -0.924
H -0.345 -4.042 -0.708
C -0.657 -2.752 3.550
C 0.270 -2.491 2.334
O 1.416 -1.760 2.826
H -0.051 -3.189 4.348
H -1.346 -3.519 3.348
H -1.146 -1.877 3.909
H -0.301 -1.935 1.531
H 0.550 -3.517 1.978
H 1.714 -1.211 2.114
C -0.961 0.595 -1.089
C -0.371 -0.058 0.167
O 1.012 -0.387 0.067
H -1.035 -0.065 -1.989
H -0.244 1.399 -1.368
H -1.951 0.943 -0.794
H -1.032 -0.917 0.485
H -0.337 0.718 0.968
H 1.170 -1.160 -0.535